Molecular formula: C5H13N2
Method: DFT, the ωB97M-V functional and the def2-TZVPD basis

```
20
Properties=species:S:1:pos:R:3:forces:R:3
C -0.3068 -1.5168 2.0386 0.33 -0.36 0.04
C -0.3250 -0.4680 1.3270 0.48 1.60 -1.51
C -1.4599 1.6770 0.6257 -0.80 1.36 1.86
C -0.2545 1.0248 1.2861 0.78 -0.91 2.23
C 1.2473 -0.6206 -1.3102 1.36 -0.33 2.14
N 1.3131 0.1992 -2.4813 1.45 0.89 1.19
N -0.0790 -0.9798 -0.9419 -2.99 2.05 1.57
H -0.1467 -2.5498 1.8780 -0.13 -0.72 -0.57
H -0.3020 -1.2032 3.0550 -0.24 0.17 1.18
H -1.4977 2.7811 0.9934 -0.38 -2.05 -0.55
H -2.4065 1.0715 0.8514 1.29 1.21 -0.02
H -1.3813 1.7469 -0.4203 0.27 0.00 -1.45
H 0.8107 1.2902 1.0758 -0.98 0.20 -0.83
H -0.1968 1.3398 2.4337 -0.54 -1.06 -1.90
H 1.7963 -1.5511 -1.4818 0.17 0.06 0.51
H 1.6258 -0.1305 -0.2915 0.09 -0.53 -2.67
H 0.6430 0.0045 -3.1543 -2.33 -0.46 -1.04
H 2.1062 -0.1275 -2.9823 1.37 0.35 -0.37
H -0.7072 -0.1579 -1.1757 0.69 -1.50 0.19
H -0.4789 -1.8296 -1.3256 0.11 0.03 0.00
```
Forces are in eV/Å.

Its total charge is +1. The calculation puts the HOMO energy at -13.58 eV. The energy above the lowest of the compared OMol25 structures with the same formula, charge and spin is 501.3 kJ/mol. Its LUMO energy is -5.09 eV. As for the gap between HOMO and LUMO: 8.49 eV. The multiplicity is 1.